# C27H26GaN6O4PSTe

A molecular structure, C27H26GaN6O4PSTe (ωB97M-V with the def2-TZVPD basis set, the OMol25 dataset).

Geometry as XYZ:
```
67
Properties=species:S:1:pos:R:3:nbo_charge:R:1
C -1.2998 2.3784 -0.2022 0.50
O 1.4031 0.7911 -1.1166 -0.64
H -1.8096 7.0536 0.2586 0.21
H -4.4538 1.3296 0.8410 0.19
N 2.3560 0.1670 -1.7956 0.02
C 3.4424 -1.7637 -2.5977 -0.23
H 3.0956 2.0060 -2.2739 0.24
H -4.2917 0.6255 2.4559 0.21
H -6.5313 0.0770 1.4628 0.21
O -3.2268 -0.2709 0.9236 -0.85
C 1.6204 -1.5468 2.1868 0.09
H 1.3243 -2.3702 1.5547 0.22
C -0.3632 6.0883 1.5102 -0.20
C 4.3735 -0.9847 -3.2355 -0.16
H -4.0874 1.6149 -2.6084 0.23
C -1.8785 -1.3851 -1.9892 0.08
C 2.6563 -0.6712 4.1332 -0.14
Te -1.8023 -0.1880 3.9292 -0.57
H 3.4812 -2.8420 -2.6444 0.24
N -0.4806 1.5578 0.5361 -0.78
H -4.7320 -0.5957 -3.5851 0.22
H 3.1957 -0.8010 5.0626 0.22
H -1.0155 -3.7066 3.2310 0.22
H 5.1704 -1.4466 -3.8023 0.23
C 3.2647 0.9500 -2.4165 0.05
H 2.5244 1.4737 4.2715 0.23
H -2.5117 4.9449 -0.8863 0.23
C 2.2978 -1.7709 3.3587 -0.27
N 1.1942 2.0298 2.2226 -0.52
C -3.1343 -3.3872 3.1081 -0.06
H -0.0801 7.0151 1.9925 0.21
C -4.4101 0.3913 1.3956 -0.07
C -0.1503 3.7502 1.2353 -0.01
C 4.2844 0.4065 -3.1444 -0.27
N -2.1114 2.1116 -1.1616 -0.53
C -3.4901 0.7276 -2.4593 -0.24
N 1.2780 -0.3227 1.7480 -0.58
H -1.8642 -4.8657 2.1876 0.21
O -1.1028 -1.4825 0.9330 -1.23
H -1.9886 -4.9964 3.9522 0.21
O -3.1159 -2.5275 1.9593 -0.84
H -3.2323 -2.5673 -3.1273 0.22
H -4.0639 -3.9497 3.0286 0.18
P -2.2835 -1.1663 1.8550 2.03
C -3.8337 -0.4894 -2.9902 -0.15
H -3.1644 -2.7737 4.0104 0.21
C -2.3335 0.8544 -1.6722 0.41
C -1.3489 6.1103 0.5226 -0.20
H -5.5762 -1.3980 1.6838 0.22
H -1.2153 -2.2087 -1.7737 0.22
H 4.9949 1.0583 -3.6299 0.23
N -1.5238 -0.1985 -1.4673 -0.57
C -1.9260 -4.2976 3.1163 -0.64
H 1.0137 4.8641 2.6526 0.23
Ga 0.0729 -0.2498 -0.0126 1.72
C 1.5727 0.7387 2.5160 0.40
C -1.7478 4.9454 -0.1203 -0.16
C -1.1262 3.7717 0.2601 -0.10
H -5.7288 -0.6786 0.0743 0.21
C 2.3991 -1.1882 -1.8551 0.04
C 2.2980 0.5819 3.7067 -0.23
C -5.6363 -0.4567 1.1385 -0.63
H 2.5350 -2.7817 3.6573 0.22
C -3.0072 -1.5824 -2.7452 -0.27
C 0.2684 2.3417 1.3931 0.49
S 1.2077 -2.1084 -1.0423 -0.20
C 0.2526 4.9010 1.8850 -0.18
```

* lowest unoccupied orbital energy: -0.416 eV
* relative energy (zero: lowest compared OMol25 entry of this formula, charge and spin): 0.6 kcal/mol
* highest occupied orbital energy: -7.012 eV
* Kohn-Sham gap: 6.60 eV

---

# C5H8O

C5H8O in the gas phase (ωB97M-V with the def2-TZVPD basis set, the OMol25 dataset).

Geometry as XYZ:
```
14
Properties=species:S:1:pos:R:3:nbo_charge:R:1
C -1.0833 -0.5514 -0.2449 -0.43
H -1.3670 -0.3124 -1.2794 0.19
H 1.1225 0.5830 -1.3474 0.20
H -1.1731 0.7355 1.5856 0.18
C 0.3247 -1.1104 -0.0680 -0.22
H 2.3805 -0.4730 -0.5542 0.23
H 0.5637 -2.1574 0.0878 0.22
C 0.7306 0.0785 0.7875 -0.25
O -0.8339 1.9357 0.0092 -0.70
H -0.7648 1.8069 -0.9446 0.46
H 1.3050 0.0724 1.7093 0.22
H -1.8796 -1.1566 0.1964 0.22
C 1.3504 -0.1273 -0.5519 -0.42
C -0.6756 0.6766 0.6144 0.11
```

* SMILES: O[C@H]1C[C@H]2C[C@H]21
* lowest unoccupied orbital energy: 1.075 eV
* relative energy (zero: lowest compared OMol25 entry of this formula, charge and spin): 44.1 kcal/mol
* highest occupied orbital energy: -9.905 eV
* Kohn-Sham gap: 10.98 eV

---

# C61H79NO13P

7 unconnected molecules or ions with the total composition C61H79NO13P at a distorted geometry (ωB97M-V with the def2-TZVPD basis set, the OMol25 dataset).

Geometry as XYZ:
```
155
Properties=species:S:1:pos:R:3:mulliken_charge:R:1
C -3.9580 -3.9231 4.4795 0.43
H -0.8146 -1.9211 -7.3234 0.55
H 6.5660 3.6915 2.4876 0.28
C -5.5084 -5.2065 5.8804 -0.16
C 3.5627 4.1386 1.8766 0.99
H 1.9319 -3.2831 -3.3489 0.59
H 0.2188 1.0103 2.8255 -0.10
H 2.6718 2.1566 -3.8766 0.41
H -0.5828 6.2539 3.8116 0.34
C -3.3707 2.2806 -1.3356 -0.41
H 1.5520 0.1034 -0.2105 0.54
C -0.4448 -1.1933 3.9797 -0.24
O -0.9470 -4.4057 -6.5800 -0.55
H -6.1580 -6.0497 6.0808 0.45
H -3.1982 -2.0656 5.3463 0.25
H -3.9687 0.3248 1.0321 0.21
C 2.4455 5.4034 -2.7924 -0.61
H -0.5336 4.7206 1.3442 0.01
H 0.5879 -1.7184 3.8041 0.25
O -11.7364 -2.9773 3.5239 -0.54
C 1.3241 -3.0324 -4.2101 -0.28
C 3.4995 -0.0486 -1.5797 -0.73
H 3.7452 2.3086 3.2963 0.04
H -1.6458 2.6208 1.2513 -0.45
C 1.3711 -1.6285 -4.6640 0.25
C -2.2353 -8.0748 -1.3163 -0.41
H 6.0585 2.8824 0.2126 0.31
C 1.9047 0.2309 -1.3239 -0.10
C -4.8373 -5.0818 4.7313 -0.53
C 0.9573 2.6741 -9.2628 -0.46
C 1.8483 2.9940 -10.2062 -0.36
P 1.2627 1.9143 -1.9582 0.16
O -3.5946 -7.3217 0.4550 -0.54
C 2.5848 0.5838 -10.3255 -0.40
H 0.5227 -4.9730 -4.5172 0.68
H -2.7145 -9.0457 -1.2761 0.41
H -10.4150 -0.9823 2.5183 0.41
H -2.5066 3.0753 -1.3081 0.14
H 0.3046 3.4114 -8.8115 0.44
H 4.5584 5.1382 -1.8113 0.36
C 0.8136 1.2857 -8.7817 0.55
H -2.4284 -5.0062 0.3295 0.55
H 1.3187 -0.6037 -1.9445 -0.07
H 3.5721 6.3487 2.5030 0.28
H -8.1385 -3.6833 6.0813 0.36
H -0.8057 0.6024 -0.6736 -0.51
H 3.6215 1.3858 1.0874 -0.37
O 0.2598 -6.2080 -3.0340 -0.59
O 4.7059 -2.0843 1.0848 -0.55
H 3.1399 4.0810 -0.9340 -0.30
C 6.6709 -2.2849 4.0438 -0.42
H -0.9064 -8.5235 -2.9085 0.43
C 5.8562 2.7325 2.5277 -0.78
C 0.5493 -1.2651 -5.8356 -0.37
H 3.2491 5.9536 -0.7282 0.25
C -0.2537 -3.5757 -6.0083 0.14
H 2.7083 3.4949 1.3778 -0.75
C -0.4880 1.6285 -2.7381 -0.25
H 1.5870 5.9018 0.7737 -0.14
H 5.9009 -4.3704 0.7965 0.42
H 2.6205 5.1837 3.7805 0.34
H 1.5857 6.1199 -2.3851 0.28
H -4.3661 1.7252 2.2296 0.36
H 0.7213 3.6317 2.2960 -0.33
H -1.5534 0.6843 1.3767 -0.49
C 2.7285 1.9722 -10.8066 0.28
H -1.0484 -0.5251 -2.1895 0.17
C -0.4617 1.2435 3.7762 0.08
H -0.3468 1.0941 -3.7731 0.00
C -8.6494 -1.2141 3.6721 -0.43
H -0.6203 -4.4841 -1.3029 0.53
O -0.3683 0.0891 4.7089 -0.47
C -1.2654 -7.7946 -2.1922 -0.38
H 3.7047 -0.1420 -2.7517 0.16
C 4.6657 1.0572 0.6737 1.63
H -4.4492 -2.2978 7.4881 0.44
C -2.8956 0.7553 -1.7104 -0.66
H 1.0228 2.7740 -0.7919 -0.06
C -4.2177 2.4177 0.0623 -0.88
C -8.6669 -3.1279 5.3162 -0.08
C -7.9486 -1.9851 4.7180 0.44
C -9.9041 -3.4515 4.9275 -0.48
H 5.3200 -0.8379 3.2786 0.51
H 0.6263 4.1696 -3.3976 0.02
H 1.9653 4.0077 -10.5702 0.41
H 4.3423 4.5684 1.1139 0.17
C 5.4896 -2.5344 1.9094 0.41
C -2.7083 -7.0656 -0.3483 0.30
C -2.0694 -5.7351 -0.3867 -0.44
C 3.4077 5.0676 -1.5077 -0.23
H 2.0396 4.2003 -4.6896 0.38
C 0.5680 -3.9390 -4.8367 -0.60
C 1.8019 4.0929 -3.5402 -0.35
O -6.8171 -1.6883 5.0757 -0.49
C 5.8129 -1.7934 3.1445 -0.24
H -8.1089 -0.3792 3.2425 0.45
H 3.0827 6.0591 -3.5451 0.26
H 4.2517 2.1965 -1.3316 0.17
H -4.1028 3.5530 0.4120 0.25
C -2.0079 1.6580 3.3875 -0.20
H 0.0855 2.1505 4.3209 0.00
O -0.0036 0.9934 -7.9196 -0.58
H -0.2572 4.4801 4.5520 0.20
H 7.5004 -5.2865 2.4724 0.41
N 2.3605 2.7622 -3.0853 -0.13
C 6.1496 -3.8395 1.7073 -0.46
C 4.3812 3.2691 2.9997 -0.59
O 3.5457 2.2644 -11.6687 -0.53
H 0.9945 6.8963 2.2982 0.49
H 3.2375 -0.1536 -10.7768 0.43
H -2.3159 2.7138 3.8062 0.23
H 4.5071 3.9166 3.9746 0.42
H 3.8173 -1.0773 -1.0853 0.36
C 0.2318 4.7129 2.2588 0.60
H -1.0202 -1.0392 2.9697 0.11
H 6.3621 2.0217 3.3418 0.29
O 2.0644 -0.7985 -4.0923 -0.52
C 7.0076 -4.3310 2.6065 -0.37
C -3.8479 -2.9089 5.5467 0.01
O -3.3450 -3.8071 3.4272 -0.57
C -3.7039 1.4446 1.2786 -0.63
H -3.2817 0.5277 -2.8137 0.34
H 6.9195 -1.7540 4.9545 0.44
C -1.0995 -5.4550 -1.2626 -0.33
C -5.3982 -4.1923 6.9476 0.30
C -4.5189 -3.0335 6.6959 -0.49
C 2.8470 5.4387 2.6472 -0.84
H -1.0812 2.6183 -2.9321 0.53
H 5.6013 0.8835 -1.4216 0.35
H -10.4446 -4.2865 5.3571 0.44
H 4.8892 -0.0571 1.0370 -0.78
H -5.3655 2.2394 -0.0901 0.35
C -0.6265 -6.4642 -2.2306 0.41
O -6.0112 -4.3082 7.9999 -0.60
H 1.5768 -0.7498 -9.0181 0.41
H -2.7149 0.7831 3.7495 0.27
C -1.2568 0.5532 -1.7528 0.40
H -4.1081 2.6296 -2.2059 0.33
C 7.3308 -3.5900 3.8417 0.29
H -1.0903 -1.9320 4.6533 0.01
H -4.9070 -5.8175 3.9390 0.50
C 1.4085 5.8452 1.9359 -0.31
C 5.9102 2.0616 1.0334 -0.62
C -9.8865 -1.5377 3.2835 -0.37
C -10.6048 -2.6806 3.8817 0.28
H 6.8959 1.3889 1.0081 0.32
O 8.1145 -4.0401 4.6662 -0.54
H -1.7454 4.7942 3.4099 0.18
C -0.2068 -2.1718 -6.4622 -0.44
C -2.1401 1.6628 1.7230 1.15
C 4.5117 1.0986 -0.9913 -0.62
C 1.6938 0.2639 -9.3821 -0.21
H 0.5946 -0.2312 -6.1551 0.55
C -0.6291 5.0950 3.6012 -0.98
H -3.3499 -0.0861 -1.0305 0.32
```

* total charge: +1
* lowest unoccupied orbital energy: -3.756 eV
* highest occupied orbital energy: -11.531 eV
* Kohn-Sham gap: 7.77 eV

---

# C7H15F3KO6P

A molecular structure, C7H15F3KO6P at a distorted geometry (ωB97M-V with the def2-TZVPD basis set, the OMol25 dataset).

Geometry as XYZ:
```
33
Properties=species:S:1:pos:R:3:nbo_charge:R:1
H -8.2234 14.7570 11.2660 0.16
H -15.6559 12.8366 25.3449 0.20
H -19.1378 16.0942 22.8455 0.20
H -15.9944 14.1404 26.6250 0.19
C -16.3126 13.6209 25.7212 -0.26
O -9.0293 14.5976 13.1665 -0.56
F -10.4702 14.3226 10.6993 -0.37
H -15.5759 11.4010 21.6723 0.19
O -16.6623 14.5887 24.7738 -0.81
H -17.1977 13.0536 26.0090 0.18
C -18.6487 15.1267 22.9586 -0.27
C -8.2581 15.3000 12.2105 -0.07
C -11.0726 14.9960 11.7640 0.92
C -6.8189 15.3617 12.8117 -0.62
K -10.3844 16.7258 19.3785 1.00
O -17.2796 15.1869 22.4480 -0.81
P -16.0826 14.4759 23.2753 2.55
F -11.2094 16.2872 11.4501 -0.33
H -6.2411 16.1311 12.2996 0.19
O -14.6599 14.8451 23.0409 -1.08
H -14.9719 12.9402 21.2560 0.20
C -15.8513 12.4556 21.6802 -0.26
H -8.5754 16.3057 11.9347 0.17
F -12.2840 14.4214 11.6729 -0.34
H -6.9650 15.6893 13.8410 0.20
O -10.8009 15.6145 14.2559 -0.93
H -18.8789 14.9401 24.0075 0.21
C -10.4253 14.8026 13.1954 0.30
H -16.7048 12.4286 21.0028 0.18
H -6.3613 14.3739 12.8666 0.20
H -10.6589 13.7544 13.3820 0.10
H -19.1964 14.4654 22.2870 0.19
O -16.2759 12.8973 22.9168 -0.81
```

* lowest unoccupied orbital energy: -2.161 eV
* relative energy (zero: lowest compared OMol25 entry of this formula, charge and spin): 92.9 kcal/mol
* highest occupied orbital energy: -5.546 eV
* Kohn-Sham gap: 3.39 eV

---

# C4H7NO2

2 unconnected molecules or ions with the total composition C4H7NO2 (ωB97M-V with the def2-TZVPD basis set, the OMol25 dataset).

Geometry as XYZ:
```
14
Properties=species:S:1:pos:R:3:nbo_charge:R:1
H 0.5549 -0.9499 -0.9398 0.22
H 1.1277 -1.7708 0.5985 0.22
C -1.5048 0.3671 -2.0079 0.29
N 1.5355 0.6305 1.9065 -0.83
O -0.5443 0.9146 0.7080 -0.49
H 1.4027 1.5315 2.3395 0.40
C 0.6177 0.2584 0.9460 0.45
C -0.7132 -0.5820 0.8834 -0.11
O -1.3287 -0.6155 -2.6852 -0.52
H 2.4929 0.3723 1.7254 0.40
H -2.4870 0.6154 -1.5625 0.11
H -0.6916 1.0811 -1.7836 0.11
C 0.5615 -0.9521 0.1470 -0.45
H -0.9681 -0.9290 1.8724 0.20
```

* SMILES: N[C@]12C[C@@H]1O2.C=O
* lowest unoccupied orbital energy: 0.802 eV
* relative energy (zero: lowest compared OMol25 entry of this formula, charge and spin): 122.2 kcal/mol
* highest occupied orbital energy: -7.683 eV
* Kohn-Sham gap: 8.48 eV

---

Look up the highest occupied orbital energy of the fourth one. -5.546 eV